{"formula": "C55H73F2N12O4PS", "method": "ωB97M-V with the def2-TZVPD basis set", "charge": 0, "e_tot_ev": -109832.7865, "smiles": "CCCN[C@H]1OS(=O)(=O)[C@H](P(C)O)[C@@](CC)(c2cccnc2)C1(F)F.c1cc[nH]c1.c1cc[nH]c1.c1cc[nH]c1.c1cc[nH]c1.c1cc[nH]c1.c1cc[nH]c1.c1cc[nH]c1.c1cc[nH]c1.c1cc[nH]c1.c1cc[nH]c1", "homo_lumo_gap_ev": 6.87, "homo_energy_ev": -7.90, "elements": ["S", "P", "F", "F", "O", "O", "O", "O", "N", "N", "N", "N", "N", "N", "N", "N", "N", "N", "N", "N", "C", "C", "C", "C", "C", "C", "C", "C", "C", "C", "C", "C", "C", "C", "C", "C", "C", "C", "C", "C", "C", "C", "C", "C", "C", "C", "C", "C", "C", "C", "C", "C", "C", "C", "C", "C", "C", "C", "C", "C", "C", "C", "C", "C", "C", "C", "C", "C", "C", "C", "C", "C", "C", "C", "C", "H", "H", "H", "H", "H", "H", "H", "H", "H", "H", "H", "H", "H", "H", "H", "H", "H", "H", "H", "H", "H", "H", "H", "H", "H", "H", "H", "H", "H", "H", "H", "H", "H", "H", "H", "H", "H", "H", "H", "H", "H", "H", "H", "H", "H", "H", "H", "H", "H", "H", "H", "H", "H", "H", "H", "H", "H", "H", "H", "H", "H", "H", "H", "H", "H", "H", "H", "H", "H", "H", "H", "H", "H"], "coordinates": [[-1.103278, -4.913933, 1.487413], [0.760367, -2.966047, 3.204026], [-1.527571, -1.874320, -1.775997], [-0.069534, -3.812270, -1.429796], [-2.147503, -4.902419, 2.629004], [-0.238484, -6.214884, 1.719009], [-0.079610, -3.729048, 4.523044], [-1.937768, -5.164329, 0.025147], [-9.576936, -4.804855, -8.661317], [4.746509, 4.401305, 1.836779], [-2.570561, -14.387845, -5.080823], [8.948231, 8.522305, 3.012676], [-10.375945, -1.758706, -4.025660], [10.496348, 11.755477, 10.735097], [-2.969822, -9.518698, -2.463133], [-8.819359, -2.369427, 0.682745], [9.669420, 8.101881, 7.105494], [-2.980726, -4.288833, -1.969535], [1.744652, 1.399592, 1.174692], [8.017185, 10.000344, -3.192935], [5.810243, 6.037322, 0.772378], [10.128093, 13.016290, 11.126601], [-3.825482, -5.541889, -1.903186], [-9.241494, -3.983730, -7.616360], [11.473247, 9.397651, 7.198562], [7.736931, 9.043389, 3.386744], [1.876169, -1.363323, -0.679073], [-3.857345, -14.652730, -5.471628], [-1.097855, -2.913952, -0.781453], [-3.622199, -9.130747, -3.604449], [10.733154, 9.737899, 6.041092], [9.785695, 9.542199, 2.642526], [-2.626719, -0.396622, 0.811723], [-10.741222, -0.128725, -5.492358], [-9.184636, -0.739446, -0.783954], [7.800313, 10.411555, 3.245172], [10.791508, 8.387103, 7.839049], [2.594363, -3.618829, 3.261426], [10.013496, 13.796124, 9.997475], [9.622743, 8.924292, 6.009973], [-3.183725, -10.855757, -2.250867], [-10.154809, -2.405020, 0.376133], [9.096926, 10.727355, 2.773684], [4.699832, 5.223716, 0.741258], [6.682825, 9.739565, -3.019689], [-8.220728, -1.353427, -0.015769], [-1.825737, -1.662868, 1.557157], [6.550337, 5.697075, 1.929846], [-11.965454, -0.794126, -5.243886], [7.730825, 9.522917, -1.040937], [-2.498850, -16.235033, -6.315420], [2.872974, 1.216080, 0.222539], [-4.266838, -10.232192, -4.121358], [-3.842437, -15.796920, -6.237488], [-5.944580, -4.107201, -0.859891], [10.317609, 12.975155, 8.885375], [0.748380, 0.294724, 1.240243], [-10.941900, -4.868094, -8.768152], [-11.483430, -4.084774, -7.773488], [0.106431, -3.487484, 1.491188], [10.609216, 11.719583, 9.369566], [-2.420385, -3.915405, -0.580329], [-1.734499, -15.344358, -5.595236], [-0.579268, -2.235373, 0.620404], [8.663353, 9.875762, -1.990582], [-10.408868, -1.404847, -0.535482], [5.868597, 4.686526, 2.570334], [-10.407061, -3.524704, -7.044797], [2.964172, -0.138129, -0.672583], [-11.711395, -1.794299, -4.332271], [0.630168, -1.104542, 0.408261], [-5.044813, -5.490354, -0.794912], [-9.777314, -0.742706, -4.724173], [-3.989733, -11.324026, -3.264414], [6.477254, 9.436243, -1.692310], [-11.372224, -1.178363, -0.973814], [10.322659, 13.268122, 7.843441], [-11.409767, -5.464727, -9.539735], [-2.416425, -8.913231, -1.870856], [-10.808010, -3.137886, 0.830668], [2.773363, -4.221052, 2.246674], [7.931581, 9.347520, 0.008070], [-3.705348, -0.707325, 0.440074], [12.402530, 9.842605, 7.529888], [4.059860, 3.695164, 2.068103], [7.479620, 6.142029, 2.261173], [-4.362480, -5.632087, -2.965699], [9.739216, 14.842869, 9.976888], [6.999287, 11.107316, 3.459079], [10.887908, 10.806456, 8.860748], [-4.671474, -14.006830, -5.171009], [11.009054, 7.846935, 8.750699], [-12.364596, -2.527164, -3.877736], [8.806245, 8.859446, 5.303227], [-2.009276, 0.044967, -0.097690], [-10.474868, -2.857776, -6.195037], [-4.538756, -5.526375, 0.281842], [10.658510, 10.973646, 11.356447], [-4.706047, -16.265251, -6.691720], [3.384909, -2.752998, 3.281529], [1.056798, -3.849257, 0.865803], [-2.798279, 0.517015, 1.555158], [9.981059, 13.250414, 12.172440], [-5.704386, -3.493092, 0.115143], [10.982937, 10.495354, 5.309414], [-9.023703, 0.098053, -1.450307], [-1.435507, -1.194970, 2.582436], [-0.670320, -15.310324, -5.403982], [-2.210656, -4.509184, -2.636632], [-8.204900, -3.797885, -7.368774], [1.990767, -2.316103, -1.341753], [-3.311053, -3.399384, -0.025218], [9.186950, 7.539126, 3.010996], [-2.128566, -17.105532, -6.841204], [5.526879, 9.181369, -1.241583], [-8.719227, -0.545143, -4.616311], [-3.573084, -8.106574, -3.949446], [2.695055, -4.391031, 4.135887], [5.995928, 9.790467, -3.853832], [-0.119677, -3.013610, 5.252279], [-7.162642, -1.155864, 0.092094], [-7.093708, -4.358375, -0.980756], [-5.764116, -6.434643, -0.838508], [10.796804, 9.337733, 2.316850], [-9.906051, -2.383771, -3.383689], [-3.164905, -6.533352, -1.824889], [9.728792, 10.047107, -1.914124], [9.486670, 11.712989, 2.554692], [-2.746572, -11.357829, -1.398204], [6.935275, 8.397648, 3.719506], [8.982771, 7.395741, 7.336819], [-12.928809, -0.567642, -5.682219], [3.712524, 2.054161, 0.155428], [-8.349465, -2.994492, 1.324715], [-10.580288, 0.708774, -6.158711], [8.456228, 10.247041, -4.070439], [-12.539593, -3.932174, -7.593038], [6.086143, 4.146358, 3.481984], [-5.541827, -3.484629, -1.766486], [-4.339280, -12.342281, -3.375321], [-2.282949, -13.608034, -4.503930], [3.883334, 5.158869, 0.034512], [-4.871008, -10.247865, -5.019254], [-0.117314, 0.467146, 2.047354], [-8.919971, -5.287735, -9.260364], [6.060026, 6.794778, 0.040700], [3.904172, -0.247103, -1.392119], [-2.628408, -2.470452, 1.823482]], "forces_ev_per_angstrom": [[-0.316, -7.580, 5.421], [0.592, 0.869, 1.730], [1.721, -2.939, 2.808], [-2.367, 2.866, 1.614], [2.893, 1.652, -4.360], [-2.530, 5.152, -1.960], [1.158, 1.809, -0.463], [1.235, 2.406, 1.655], [0.033, -0.039, -0.107], [0.020, -0.031, 0.052], [0.009, -0.027, -0.049], [-0.050, 0.014, -0.327], [-0.054, 0.056, -0.011], [-0.047, 0.052, -0.016], [0.009, -0.075, -0.034], [0.008, 0.026, 0.043], [0.020, 0.074, 0.027], [0.708, -0.707, 1.968], [0.731, -4.578, -3.206], [-0.019, 0.041, -0.022], [-0.315, -0.005, -0.286], [-0.015, 0.151, 0.090], [-1.577, -1.249, -1.121], [-0.044, 0.036, 0.123], [0.094, -0.449, 0.154], [-0.249, 0.032, -0.262], [-0.428, 4.668, 3.579], [-0.039, -0.029, 0.017], [-1.297, 0.053, -1.406], [-0.089, -0.004, -0.051], [-0.229, -0.034, -0.174], [0.015, 0.006, -0.061], [-0.151, 0.605, -0.117], [0.340, 0.064, 0.078], [0.443, 0.052, 0.047], [-0.267, -0.276, 0.115], [0.179, -0.099, 0.077], [0.004, -1.655, -1.220], [-0.056, 0.042, 0.424], [-0.010, 0.024, 0.027], [0.026, -0.042, 0.065], [-0.075, -0.047, -0.054], [0.357, -0.135, -0.087], [0.077, 0.059, -0.096], [-0.092, -0.059, -0.014], [0.038, 0.029, -0.067], [-0.803, 1.737, -0.394], [-0.040, -0.248, 0.330], [-0.205, -0.213, 0.202], [0.416, 0.045, 0.012], [0.385, 0.057, 0.081], [-2.901, -3.696, 0.046], [0.045, 0.411, -0.144], [-0.270, 0.256, 0.122], [0.858, -0.386, -0.304], [0.106, -0.361, -0.106], [0.647, -0.955, -1.254], [-0.105, -0.043, 0.001], [-0.072, -0.241, -0.310], [0.241, -0.243, -2.616], [0.067, -0.023, -0.061], [-0.179, 0.345, -2.605], [0.006, -0.062, 0.006], [0.921, 0.331, 1.229], [0.032, -0.060, 0.103], [-0.252, -0.319, 0.175], [0.085, -0.039, 0.056], [0.461, 0.061, 0.112], [-1.656, -0.141, 1.015], [-0.052, 0.018, 0.063], [3.404, 2.196, -1.320], [0.446, 0.011, 1.177], [0.032, -0.001, -0.039], [0.238, -0.145, 0.267], [-0.191, 0.030, -0.359], [0.159, -0.029, 0.074], [-0.005, -0.091, 0.168], [0.055, 0.107, 0.145], [-0.185, -0.251, -0.193], [0.088, 0.147, -0.094], [-0.205, 1.178, 2.229], [-0.006, 0.075, -0.116], [2.338, 0.501, 0.628], [-0.130, -0.099, -0.062], [0.183, 0.294, -0.016], [-0.187, -0.101, -0.085], [1.214, 0.314, 2.163], [0.038, -0.176, 0.032], [0.137, -0.140, -0.021], [-0.175, 0.329, 0.149], [0.122, -0.139, -0.083], [0.007, 0.091, -0.150], [0.098, 0.125, -0.110], [0.291, 0.143, 0.377], [-1.350, -1.094, 1.893], [0.028, -0.142, -0.279], [-1.081, -0.084, -2.246], [-0.079, 0.326, -0.273], [0.140, 0.098, 0.085], [-1.857, -1.573, 0.232], [-2.238, 0.464, 1.318], [0.445, -2.121, -1.436], [0.021, 0.004, -0.188], [-0.853, -1.108, -1.898], [-0.103, -0.153, 0.132], [-0.033, -0.130, 0.115], [-0.406, -1.517, -2.347], [-0.187, -0.038, -0.047], [-0.554, 0.453, 0.951], [-0.189, -0.006, -0.019], [-0.259, 2.072, 1.363], [1.979, -1.062, -0.660], [-0.036, 0.414, 0.034], [-0.047, 0.157, 0.093], [0.139, 0.067, -0.082], [-0.182, -0.021, -0.043], [-0.037, -0.189, 0.033], [-0.045, 1.629, -1.590], [0.096, -0.020, 0.166], [0.022, -1.597, -1.886], [-0.187, -0.009, -0.052], [2.484, 0.761, 0.352], [1.833, 1.937, -0.259], [-0.171, 0.067, 0.070], [-0.179, 0.282, -0.136], [-1.482, 2.113, 0.265], [-0.193, -0.039, 0.027], [-0.055, -0.177, 0.032], [-0.110, 0.069, -0.144], [0.078, 0.121, -0.109], [0.266, 0.323, -0.075], [0.164, -0.056, 0.079], [-2.104, -2.041, 0.142], [-0.183, 0.249, -0.250], [-0.011, -0.155, 0.113], [-0.189, -0.088, 0.367], [0.177, -0.017, -0.040], [-0.012, 0.099, -0.159], [-1.053, -1.042, 1.661], [0.020, 0.158, 0.079], [-0.138, -0.212, -0.222], [0.146, 0.053, 0.106], [0.112, 0.020, 0.152], [2.265, -0.257, -2.046], [-0.286, 0.210, 0.237], [-0.033, -0.119, 0.105], [-2.281, 0.270, 1.701], [1.899, 1.267, -0.484]], "mulliken_charge": [1.192, 0.407, -0.367, -0.358, -0.614, -0.749, -0.523, -0.276, 0.013, 0.039, 0.061, 0.368, 0.139, 0.010, 0.080, 0.039, 0.000, -0.376, -0.427, 0.023, -0.385, -0.458, -0.155, -0.845, -0.784, -1.119, -0.309, -0.214, 0.679, -0.343, -0.052, -0.875, -0.795, -0.322, -0.536, -0.348, -0.446, -0.866, -0.552, -0.544, -0.802, -0.636, -0.116, -0.530, -0.537, -0.436, -0.856, -0.219, -0.299, 0.291, -0.356, 0.028, -0.499, -0.573, -0.625, -0.348, -0.275, -0.487, -0.759, -0.420, -0.062, 0.335, -0.552, 0.818, -0.781, -0.454, -0.781, 0.698, -0.553, -0.775, -0.136, -0.447, -0.726, -0.256, -0.741, 0.471, 0.414, 0.376, 0.156, 0.403, 0.236, 0.382, 0.091, 0.490, 0.216, 0.436, 0.296, 0.389, 0.499, -0.018, 0.322, 0.404, 0.410, 0.360, 0.259, 0.214, 0.133, 0.198, 0.374, 0.308, 0.445, 0.311, 0.370, 0.028, 0.500, 0.475, 0.421, 0.359, 0.344, 0.350, 0.325, -0.157, 0.156, 0.377, 0.429, 0.434, 0.367, 0.309, 0.382, 0.348, 0.435, 0.285, 0.412, 0.359, 0.152, -0.042, 0.373, 0.439, 0.371, 0.580, 0.197, 0.430, 0.236, 0.239, 0.440, 0.195, 0.375, 0.371, 0.286, 0.553, 0.206, 0.386, 0.389, 0.177, 0.185, 0.451, 0.246, 0.337]}